Molecular formula: H2INO3P
Method: DFT, the ωB97M-V functional and the def2-TZVPD basis

Last column: Löwdin charge in e.
Atoms and positions in Å:
I  0.95  2.99  0.04  0.80
P  0.46  -0.17  0.03  0.13
O  1.00  -0.97  -1.10  -0.39
O  1.16  0.06  1.34  -0.44
O  -0.05  1.40  -0.47  -0.99
N  -1.24  -0.72  0.15  -0.10
H  -1.03  -1.54  0.78  0.03
H  -1.24  -1.06  -0.76  -0.05

Its net charge is -1. For the highest occupied orbital energy, the calculation gives -5.30 eV. Its relative energy (zero: lowest compared OMol25 entry of this formula, charge and spin) is 0.367 eV. For the maximum force, the calculation gives 4.28 eV Å⁻¹. The calculation puts the lowest unoccupied orbital energy at 0.1024 Eh. The HOMO-LUMO gap is 8.089 eV.